(1)
DFT (the ωB97M-V functional and the def2-TZVPD basis) results for a structure of composition C38H69ClN7O5OsPSi4Te at a distorted geometry.

Its total charge is +2. The calculation puts the largest force on an atom at 2.42 eV Å⁻¹. The value obtained for the LUMO energy (spin up / spin down) is -7.5 / -7.5 eV. The molar mass is 1200.62 g mol⁻¹. The calculation puts the HOMO-LUMO gap (spin up / spin down) at 5.2 / 5.1 eV. For the total energy, the calculation gives -124267.3498 eV. Its HOMO energy (spin up / spin down) is -12.627 / -12.596 eV.

```
127
Properties=species:S:1:pos:R:3:forces:R:3:mulliken_charge:R:1
Os 0.4226 -0.0792 -0.3450 -1.71 -1.36 -0.55 1.392
O -3.9776 0.0908 -4.2787 -0.35 -0.26 0.04 -0.551
C -3.0827 1.0294 -4.4790 0.25 0.08 0.02 0.159
O -3.2555 1.9664 -5.2071 0.00 -0.08 0.04 -0.562
C -1.7774 0.8972 -3.7355 0.05 -0.03 0.05 0.952
C -0.6533 1.6795 -3.9876 -0.21 -0.08 0.15 -0.159
Cl -0.4560 2.9092 -5.1226 0.14 -0.10 0.10 -0.052
N 0.3088 1.3423 -3.0896 0.03 0.30 -0.24 0.625
N -0.1690 0.3963 -2.2545 0.11 0.03 0.50 1.146
C -1.4027 0.1073 -2.6377 -0.21 -0.15 -0.50 -1.221
C -2.0469 -1.0477 -1.9273 -0.41 0.40 -0.57 0.372
O -3.0706 -1.5365 -2.3944 0.26 -0.02 0.38 -0.840
O -1.4069 -1.4671 -0.9045 1.69 1.21 1.23 -0.753
C 1.6990 1.6567 -3.0911 0.44 0.06 0.14 0.254
C 2.3576 1.8508 -1.8800 -0.11 -0.01 -0.01 0.344
C 3.7245 2.0735 -1.8690 0.04 -0.04 0.07 -1.135
C 4.4330 2.1096 -3.0602 0.00 0.04 -0.06 -0.778
C 3.7708 1.9303 -4.2659 0.02 0.01 0.08 -0.842
C 2.4061 1.6928 -4.2862 -0.19 -0.07 0.06 -0.772
H -3.7185 -0.6012 -3.6165 0.14 0.16 -0.08 0.414
H 1.7972 1.8623 -0.9435 0.02 0.17 0.00 0.470
H 4.2370 2.2387 -0.9314 -0.01 -0.02 0.04 0.567
H 5.4993 2.2850 -3.0510 0.02 0.03 0.01 0.454
H 4.3181 1.9666 -5.1971 0.00 -0.01 -0.02 0.461
H 1.8950 1.5248 -5.2218 0.01 -0.02 -0.05 0.505
O 1.1093 -0.1746 1.6926 -0.63 0.74 -1.09 0.459
P 1.7582 -1.2575 2.5237 0.59 -1.27 1.07 -1.823
N 2.1879 -0.6041 3.9618 -0.49 0.02 -0.52 0.384
C 1.9746 0.7899 4.3623 0.06 0.29 0.01 0.534
C 1.3801 0.7258 5.7862 0.00 -0.14 -0.03 -0.652
C 1.4203 -0.7646 6.1798 0.08 0.13 -0.07 -0.688
C 2.4080 -1.3763 5.1873 0.05 -0.18 0.22 -0.779
N 3.1025 -1.8006 1.6789 -0.51 0.23 0.06 1.474
C 3.8742 -2.9532 2.1888 0.29 -0.22 0.04 -0.381
C 5.1224 -2.3401 2.8110 -0.08 0.11 -0.11 -0.672
C 5.4441 -1.2142 1.8255 -0.11 -0.18 0.16 -0.805
C 4.0643 -0.6995 1.3953 0.21 0.29 -0.18 -0.005
N 0.8714 -2.6076 2.8817 0.31 0.76 -0.46 0.318
C 0.6972 -3.7374 1.9525 -0.06 -0.17 -0.13 0.200
C -0.7636 -3.6786 1.4465 0.03 0.19 0.07 0.556
C -1.3824 -2.4809 2.1854 0.11 -0.11 0.03 -0.176
C -0.4776 -2.3135 3.4023 -0.30 -0.07 0.07 -1.121
H 1.3262 1.2919 3.6471 0.02 0.01 0.03 -0.841
H 2.9366 1.3096 4.3824 -0.05 0.03 -0.07 0.444
H 0.3632 1.1125 5.8123 0.02 0.05 0.03 0.304
H 1.9858 1.3226 6.4649 -0.06 0.04 0.01 0.356
H 0.4390 -1.2236 6.0592 0.01 -0.02 0.02 0.170
H 1.7398 -0.9072 7.2094 -0.04 -0.05 0.02 0.484
H 2.2498 -2.4385 5.0149 0.04 0.00 0.01 0.372
H 3.4359 -1.2195 5.5302 -0.02 -0.04 -0.03 0.505
H 4.1551 -3.5759 1.3354 -0.07 0.03 0.13 -0.397
H 3.2810 -3.5461 2.8828 -0.01 -0.03 -0.04 0.730
H 5.9330 -3.0585 2.9081 -0.01 -0.03 0.04 0.497
H 4.8908 -1.9354 3.7966 0.03 -0.01 0.04 -0.033
H 5.9780 -1.6258 0.9684 0.02 0.06 -0.03 0.420
H 6.0541 -0.4305 2.2680 0.01 0.04 -0.06 0.412
H 4.0459 -0.4567 0.3292 -0.02 0.05 0.08 -0.287
H 3.7791 0.2010 1.9470 0.04 -0.04 0.03 0.235
H 0.8755 -4.6607 2.5099 0.10 0.01 -0.09 0.250
H 1.4222 -3.6674 1.1412 0.00 -0.20 0.08 -0.778
H -1.2947 -4.5954 1.6984 0.05 -0.06 -0.09 0.598
H -0.8094 -3.5230 0.3681 -0.02 -0.11 0.04 -0.913
H -2.4227 -2.6408 2.4616 -0.03 0.01 -0.03 0.838
H -1.3209 -1.5982 1.5493 -0.05 -0.02 0.07 -0.619
H -0.7178 -3.0628 4.1613 0.01 0.12 0.09 0.372
H -0.5265 -1.3206 3.8514 0.03 -0.04 0.07 0.506
C 2.8435 -7.3035 -2.3352 -0.17 0.30 0.08 -1.207
Si 2.1455 -6.1554 -1.0077 0.39 -0.03 0.07 0.469
C 0.6310 -6.9275 -0.1858 0.13 0.27 -0.19 -0.944
C 3.5179 -5.8895 0.2679 -0.26 0.04 -0.15 -0.978
Si 1.5589 -4.0780 -2.2079 -1.26 -0.97 -1.02 0.604
Te 2.0257 -1.9195 -0.9960 0.46 0.08 -0.24 -0.862
Si 3.2539 -3.6284 -3.9773 0.05 -0.10 0.67 0.343
C 4.8915 -3.5823 -3.0308 -0.21 0.11 -0.31 -0.925
C 3.2908 -5.0239 -5.2436 -0.17 0.22 0.23 -0.976
C 2.8395 -1.9470 -4.7410 0.04 -0.29 0.10 -0.509
Si -0.8262 -4.6146 -3.2991 1.84 0.24 0.80 0.443
C -0.3737 -6.2968 -4.0157 -0.29 0.27 0.01 -0.970
C -0.8918 -3.2505 -4.5930 -0.50 -0.24 0.17 -0.768
C -2.0968 -4.7211 -1.9323 -0.11 0.09 -0.39 -0.649
H 2.9621 -8.3060 -1.9203 -0.06 -0.03 0.09 0.461
H 3.8326 -6.9716 -2.6517 0.04 0.06 0.00 0.300
H 2.2141 -7.3812 -3.2205 -0.02 -0.02 -0.01 0.363
H 0.8982 -7.8987 0.2348 0.13 -0.02 -0.01 0.486
H -0.1836 -7.0981 -0.8889 -0.01 0.01 -0.05 0.257
H 0.2435 -6.3153 0.6279 -0.01 0.07 0.03 0.172
H 3.9582 -6.8474 0.5505 -0.05 -0.09 -0.05 0.551
H 3.1519 -5.4207 1.1803 -0.07 -0.04 0.00 0.118
H 4.3182 -5.2687 -0.1368 0.03 0.00 -0.06 0.262
H 5.1452 -4.5621 -2.6256 -0.07 -0.07 0.01 0.243
H 4.8545 -2.8703 -2.2053 0.03 0.04 0.02 0.195
H 5.7084 -3.2870 -3.6921 0.04 0.04 -0.02 0.448
H 3.6385 -5.9521 -4.7924 -0.01 -0.01 0.05 0.317
H 3.9887 -4.7725 -6.0445 0.03 0.10 -0.01 0.426
H 2.3212 -5.2131 -5.7032 -0.04 0.03 -0.03 0.297
H 2.7180 -1.1827 -3.9698 0.04 0.02 0.04 -0.249
H 1.9173 -1.9825 -5.3215 -0.06 -0.04 0.00 0.285
H 3.6352 -1.6180 -5.4111 0.08 -0.02 -0.02 0.501
H 0.4419 -6.2350 -4.7357 0.02 0.06 -0.01 0.212
H -1.2347 -6.7249 -4.5343 -0.04 -0.02 -0.03 0.490
H -0.0853 -7.0007 -3.2357 -0.05 0.01 0.05 0.176
H -0.0860 -3.3592 -5.3186 0.07 -0.09 0.05 0.375
H -0.8164 -2.2657 -4.1328 0.03 0.02 0.03 -0.039
H -1.8366 -3.2847 -5.1401 -0.03 0.03 -0.06 0.492
H -1.7715 -5.3901 -1.1360 0.09 -0.06 -0.08 0.298
H -3.0419 -5.1014 -2.3280 -0.01 -0.07 -0.04 0.554
H -2.3127 -3.7492 -1.5010 0.03 0.14 0.03 -0.035
C -1.7590 1.0938 1.4244 -0.45 -0.04 0.43 0.162
C -2.6892 2.1882 2.0159 0.15 0.00 -0.14 -0.862
N -2.2185 3.4941 1.5889 -0.22 0.30 0.19 -0.150
C -2.3829 3.6233 0.1504 0.09 -0.13 0.09 -0.927
C -1.6728 2.4372 -0.5617 -0.23 0.23 -0.27 -0.430
N -0.8440 1.6944 0.4184 0.47 -0.76 -0.19 0.789
C 0.0393 2.6770 1.0932 0.22 0.34 0.31 -0.249
C -0.8186 3.6561 1.9400 -0.08 -0.07 -0.16 -0.900
H -2.3447 0.3098 0.9407 0.14 -0.01 -0.04 0.474
H -1.1512 0.6444 2.2103 0.07 -0.04 -0.13 -0.582
H -2.6929 2.1472 3.1056 -0.01 -0.03 -0.02 0.351
H -3.7146 2.0597 1.6689 0.00 -0.01 0.03 0.233
H -1.9605 4.5785 -0.1620 -0.02 -0.01 -0.03 0.295
H -3.4467 3.6298 -0.0845 0.02 0.02 -0.06 0.384
H -1.0344 2.8072 -1.3662 0.04 -0.12 0.01 0.093
H -2.4049 1.7490 -0.9842 0.05 -0.02 0.05 0.369
H 0.5881 3.2262 0.3251 -0.02 -0.09 -0.06 0.619
H 0.7541 2.1455 1.7206 0.00 -0.06 -0.11 -0.255
H -0.5242 4.6877 1.7463 0.05 -0.02 0.05 0.384
H -0.7034 3.4619 3.0073 0.02 0.01 -0.01 0.280
```
Forces are in eV/Å.

***

(2)
DFT (the ωB97M-V functional and the def2-TZVPD basis) results for a cluster of 9 separate species, BrH16O8 in total.

The calculation puts the relative energy (zero: lowest compared OMol25 entry of this formula, charge and spin) at 207.2 kJ/mol. Its total charge is -1. The calculation puts the largest force on an atom at 0.41 eV Å⁻¹. The value obtained for the LUMO energy is 2.5 eV. The molar mass is 224.02 g mol⁻¹. The calculation puts the HOMO-LUMO gap at 6.8 eV. For the total energy, the calculation gives -86684.4938 eV. Its HOMO energy is -4.286 eV.

```
25
Properties=species:S:1:pos:R:3:forces:R:3:nbo_charge:R:1
Br 3.8233 1.7323 -20.9684 -0.05 0.04 0.11 -1.000
O 3.8448 -2.7879 -25.2509 0.07 -0.07 -0.28 -0.937
H 4.0275 -3.5984 -24.7754 0.09 -0.16 0.12 0.462
H 3.1934 -2.3365 -24.7142 -0.15 0.25 0.15 0.475
O -0.3711 0.0143 -24.6046 -0.07 -0.21 -0.22 -0.944
H -1.1929 0.4817 -24.4545 -0.17 0.10 0.04 0.463
H 0.2321 0.3745 -23.9545 0.30 0.12 0.22 0.481
O 9.1233 -0.1239 -18.0689 0.21 -0.18 -0.06 -0.939
H 9.4667 0.3459 -17.3088 0.08 0.10 0.18 0.462
H 8.3294 0.3545 -18.3081 -0.31 0.09 -0.15 0.477
O 5.0532 -3.6853 -19.4617 0.18 -0.25 0.13 -0.944
H 4.8543 -2.7620 -19.6173 -0.02 0.39 -0.06 0.482
H 4.3290 -4.1591 -19.8707 -0.16 -0.08 -0.09 0.461
O -1.2157 2.4466 -18.4491 -0.30 -0.07 0.00 -0.941
H -1.2410 3.0488 -17.7054 0.00 0.11 0.18 0.461
H -0.3945 2.6516 -18.8960 0.35 -0.07 -0.21 0.481
O 0.9040 6.8850 -23.0004 -0.01 0.22 -0.18 -0.940
H 0.0568 6.9915 -22.5678 -0.20 0.02 0.08 0.461
H 1.3650 6.2361 -22.4689 0.23 -0.27 0.10 0.478
O 4.3442 5.0152 -16.6862 0.12 0.18 0.32 -0.948
H 3.4609 5.3143 -16.9023 -0.18 0.03 -0.09 0.464
H 4.5700 4.4062 -17.3893 0.06 -0.26 -0.29 0.484
O 9.0827 2.5513 -22.9967 0.20 0.16 -0.21 -0.944
H 9.7140 1.9954 -22.5398 0.12 -0.15 0.10 0.462
H 8.2941 2.5139 -22.4555 -0.38 -0.02 0.11 0.481
```
Forces are in eV/Å.

***

(3)
DFT (the ωB97M-V functional and the def2-TZVPD basis) results for a structure of composition C25H43As3F6N5O6OsS2Sb at a distorted geometry.

The calculation puts the relative energy (zero: lowest compared OMol25 entry of this formula, charge and spin) at 19.6 kJ/mol. Its total charge is +1. The calculation puts the largest force on an atom at 1.85 eV Å⁻¹. The value obtained for the LUMO energy (spin up / spin down) is -3.0 / -4.4 eV. The molar mass is 1224.53 g mol⁻¹. The calculation puts the HOMO-LUMO gap (spin up / spin down) at 8.0 / 6.6 eV. As for the spin multiplicity: 2. For the total energy, the calculation gives -275845.3479 eV. Its HOMO energy (spin up / spin down) is -10.939 / -10.950 eV.

```
92
Properties=species:S:1:pos:R:3:forces:R:3:mulliken_spin:R:1
Os 0.1432 -0.5746 -0.5916 0.80 -0.83 -1.45 0.827
C 0.3063 1.5293 2.3609 -0.07 0.06 -0.05 0.000
As -0.9366 0.3551 1.4536 -0.12 -0.22 0.18 0.009
C -1.5536 -0.6813 2.9654 -0.20 0.18 -0.11 -0.001
C -2.6024 1.3524 1.2428 0.08 0.06 0.10 0.001
C -2.7208 2.5366 0.2768 -0.02 0.04 0.06 0.002
C -1.7304 3.6362 0.6557 -0.01 0.00 -0.01 0.000
C -2.5092 2.0394 -1.1435 -0.01 -0.08 -0.07 -0.003
As -0.7733 1.3719 -1.7235 -0.13 -0.03 0.00 0.015
C 0.3326 2.9327 -2.0245 0.03 0.02 0.03 -0.006
C -1.3854 0.9724 -3.5251 0.04 0.02 -0.02 -0.002
C -4.1665 3.0548 0.4287 0.01 0.00 -0.01 0.000
As -5.0688 4.4049 -0.7292 -0.02 -0.01 0.00 0.000
C -3.6314 5.5072 -1.4950 -0.01 0.01 0.00 0.000
C -5.4194 3.3039 -2.3253 0.01 0.00 0.00 0.000
H -0.2347 2.1078 3.1090 0.02 -0.03 0.01 -0.001
H 0.8097 2.1907 1.6631 0.01 0.00 0.03 0.001
H 1.0386 0.8904 2.8476 0.11 -0.06 0.10 0.001
H -1.7649 0.0542 3.7433 -0.03 -0.05 0.01 -0.001
H -0.8009 -1.3635 3.3180 0.30 -0.29 0.06 0.001
H -2.4687 -1.2153 2.7145 0.07 -0.08 -0.02 0.000
H -2.8179 1.6829 2.2629 -0.05 0.03 -0.01 0.001
H -3.3475 0.5893 0.9977 0.01 0.00 -0.01 -0.002
H -0.7005 3.2787 0.6253 0.00 0.01 -0.02 0.000
H -1.9263 3.9897 1.6697 0.01 0.00 0.01 0.000
H -1.8078 4.4891 -0.0154 0.01 0.00 0.00 0.000
H -2.7630 2.8045 -1.8769 0.01 0.04 0.03 0.000
H -3.1814 1.1934 -1.3246 -0.01 0.02 -0.05 0.000
H -0.2954 3.7589 -2.3561 0.01 0.00 0.00 0.000
H 1.0574 2.6997 -2.8042 0.02 -0.01 0.01 0.000
H 0.8614 3.2169 -1.1179 0.00 -0.02 0.00 0.001
H -1.3987 1.8963 -4.1034 0.01 -0.01 -0.01 0.000
H -2.4008 0.5866 -3.4587 0.02 -0.04 0.00 0.000
H -0.7679 0.2320 -4.0210 0.04 -0.01 0.01 0.001
H -4.2793 3.4397 1.4457 0.00 0.02 0.00 0.000
H -4.8573 2.2074 0.3595 0.00 0.00 0.01 0.000
H -3.1968 6.1523 -0.7332 0.00 0.00 0.00 0.000
H -4.1070 6.1467 -2.2388 0.00 0.00 0.00 0.000
H -2.8444 4.9366 -1.9879 0.01 0.01 0.00 0.000
H -5.7639 2.3165 -2.0172 -0.01 0.00 0.00 0.000
H -4.5526 3.1980 -2.9772 0.00 -0.01 0.00 0.000
H -6.2204 3.7749 -2.8928 0.01 0.01 0.00 0.000
O 1.7311 0.5826 -0.0069 -0.34 0.09 0.20 0.037
N 2.9441 0.2448 0.4955 -0.03 0.19 -0.12 -0.001
C 3.3374 -0.9994 0.7649 0.07 -0.18 -0.03 -0.012
C 4.6274 -1.2122 1.2269 -0.07 0.19 -0.17 -0.006
C 5.4819 -0.1433 1.4190 0.02 -0.32 0.01 0.011
C 5.0226 1.1371 1.1625 -0.08 0.18 0.01 -0.005
C 3.7426 1.3070 0.7040 0.10 0.17 -0.01 0.010
H 2.5980 -1.7786 0.6574 -0.17 -0.15 -0.09 0.020
H 4.9305 -2.2148 1.4663 0.01 -0.23 0.04 0.000
H 6.4830 -0.3041 1.7934 -0.01 -0.01 0.00 0.000
H 5.6417 2.0064 1.3275 0.00 0.01 -0.02 0.000
H 3.2933 2.2624 0.4814 0.01 -0.02 -0.04 0.000
F 2.7906 -4.6549 1.1211 0.18 0.36 -0.14 0.000
C 1.8050 -5.2391 1.7936 0.02 -0.06 0.13 0.000
F 1.0123 -5.8435 0.9161 -0.15 -0.10 -0.07 0.000
F 2.3186 -6.1342 2.6112 -0.02 -0.06 0.07 0.000
S 0.7777 -4.0010 2.7777 0.01 -0.10 -0.38 -0.001
O 0.5543 -2.6704 0.0239 -0.07 0.77 0.69 0.028
O 0.4140 -4.7012 3.9627 -0.06 0.01 0.02 0.000
N 1.6127 -2.6883 2.9484 -0.04 0.21 -0.15 0.000
S 2.8854 -2.5743 3.9104 -0.03 -0.07 0.13 0.000
O 3.4295 -1.2592 3.7158 -0.10 0.07 0.07 0.000
O 3.7499 -3.7143 3.8511 -0.02 0.06 -0.04 0.000
C 2.1994 -2.5274 5.6372 0.04 -0.05 -0.08 0.000
F 1.9960 -3.7441 6.1025 -0.01 0.01 0.05 0.000
F 3.0757 -1.8992 6.4132 0.03 0.00 0.03 0.000
F 1.0518 -1.8472 5.6450 -0.06 0.05 0.02 0.000
N -3.1746 -2.6490 -1.7705 -0.13 -0.03 0.02 0.004
C -2.0365 -2.3630 -1.1321 0.02 -0.28 0.11 0.018
O -1.1908 -1.6390 -1.7786 -0.08 0.41 0.32 -0.001
C -1.8071 -2.8442 0.1822 -0.11 0.21 -0.17 0.043
C -0.4823 -3.0503 0.7017 0.06 -0.24 0.33 -0.003
N -0.4589 -3.6831 1.8817 0.17 0.12 -0.30 -0.001
C -2.9447 -3.2747 0.9177 0.06 0.03 0.10 0.004
N -3.9155 -3.5301 1.4835 -0.04 -0.05 -0.07 0.012
H -3.3315 -2.2788 -2.6914 0.01 0.01 0.01 0.000
H -3.8229 -3.3176 -1.3868 -0.02 0.02 0.00 0.000
C 3.1376 -2.7717 -2.7307 -0.13 -0.03 0.11 -0.001
Sb 1.8053 -1.1178 -2.8264 0.26 0.04 0.52 0.006
C 1.3096 -1.2619 -4.8897 -0.12 0.01 0.06 0.000
C 3.2979 0.4126 -2.9076 -0.01 -0.02 -0.02 -0.002
H 3.8458 -2.6865 -3.5536 -0.02 0.02 -0.01 0.000
H 2.6032 -3.7166 -2.8011 -0.02 0.02 0.03 0.000
H 3.6749 -2.7376 -1.7847 0.00 -0.03 0.02 0.000
H 2.2364 -1.4723 -5.4208 0.00 -0.02 0.02 0.000
H 0.8911 -0.3301 -5.2615 0.01 0.01 -0.01 0.000
H 0.6031 -2.0725 -5.0553 -0.01 0.01 0.00 0.000
H 3.3930 0.8070 -3.9181 -0.02 0.00 0.00 0.000
H 4.2516 -0.0280 -2.6169 0.00 0.01 0.01 0.000
H 3.0559 1.2203 -2.2198 -0.03 0.01 -0.03 0.000
```
Forces are in eV/Å.

***

(4)
DFT (the ωB97M-V functional and the def2-TZVPD basis) results for the molecule C4H4N2O2 at a distorted geometry.

The calculation puts the relative energy (zero: lowest compared OMol25 entry of this formula, charge and spin) at 281.1 kJ/mol. The calculation puts the largest force on an atom at 2.07 eV Å⁻¹. The value obtained for the LUMO energy is 0.0 eV. The molar mass is 112.09 g mol⁻¹. The calculation puts the HOMO-LUMO gap at 9.0 eV. The SMILES is [H]/N=c1/cc[nH]oc1=O. For the total energy, the calculation gives -11285.6258 eV. Its HOMO energy is -8.946 eV.

```
12
Properties=species:S:1:pos:R:3:forces:R:3:nbo_charge:R:1
H -2.8613 0.3451 0.1185 0.37 0.23 -0.07 0.356
N -2.1190 1.0606 0.0680 1.51 -1.29 -0.02 -0.560
C -0.9612 0.4661 0.0163 -1.75 1.10 0.11 0.106
C 0.2882 1.1753 -0.0452 1.90 -0.25 0.00 -0.346
C 1.4522 0.4591 -0.0074 -1.29 1.29 0.07 0.019
N 1.4982 -0.8812 0.1898 0.51 -0.73 -0.15 -0.282
O 0.3402 -1.6622 -0.0332 0.21 0.38 0.02 -0.330
C -0.8729 -1.0479 0.0044 -1.60 -0.67 0.06 0.710
O -1.8604 -1.7507 0.0001 1.29 0.72 -0.05 -0.538
H 0.4019 2.2621 -0.0649 -0.57 -0.45 -0.08 0.244
H 2.4216 0.9634 -0.0171 -0.24 -0.39 -0.01 0.229
H 2.2726 -1.3896 -0.2292 -0.35 0.06 0.11 0.393
```
Forces are in eV/Å.